# 1
{"formula": "H41O20", "method": "ωB97M-V/def2-TZVPD", "fmax_ev_per_a": 3.494, "de_lowest_kcal_mol": 63.6, "homo_lumo_gap_ev": 10.4, "e_lumo_ev": -2.7, "total_charge": 1, "species": ["O", "H", "O", "H", "H", "O", "H", "H", "O", "H", "H", "O", "H", "H", "O", "H", "H", "O", "H", "H", "O", "H", "H", "O", "H", "H", "O", "H", "H", "O", "H", "H", "O", "H", "H", "O", "H", "H", "O", "H", "H", "O", "H", "H", "O", "H", "H", "O", "H", "H", "O", "H", "H", "O", "H", "H", "O", "H", "H", "H", "H"], "positions_angstrom": [[-1.660, -1.775, 0.634], [-1.016, -1.103, 0.243], [2.577, -3.953, -2.187], [2.782, -3.038, -2.417], [3.440, -4.351, -2.355], [-1.753, -1.001, 2.957], [-0.992, -0.479, 3.454], [-1.976, -1.585, 3.691], [4.473, -0.024, -2.013], [4.775, -0.745, -2.570], [5.247, 0.261, -1.528], [2.130, 0.100, -1.186], [0.506, -2.750, -0.964], [1.492, 0.782, -0.949], [0.346, -1.803, -1.033], [-1.687, -3.571, -1.534], [1.241, -1.398, -0.887], [-1.319, -4.301, -1.017], [-0.761, -4.746, -1.668], [0.597, 3.417, 3.532], [0.718, -0.896, 1.508], [0.531, -1.829, 1.530], [1.592, -0.691, 1.841], [-0.731, 2.799, 0.322], [-1.435, 2.465, -0.245], [2.415, 0.206, -2.094], [-2.378, 4.302, -3.047], [-3.272, 4.040, -3.287], [-2.489, 5.073, -2.495], [-4.145, -2.469, -0.261], [-3.858, -1.585, -0.486], [-1.426, -1.417, 1.729], [0.128, 0.198, 4.103], [-0.031, 1.154, 4.099], [0.708, -0.003, 4.837], [3.528, 1.664, 3.178], [3.115, 2.430, 3.603], [2.796, 1.189, 2.787], [0.439, -0.928, -5.017], [-0.042, -1.405, -5.704], [1.323, -1.289, -5.145], [-3.006, 1.194, -0.821], [-3.914, -2.647, 0.655], [-3.588, 0.543, -0.395], [-0.778, 4.256, 3.008], [-0.881, 5.200, 2.896], [-0.923, 3.743, 2.212], [-0.535, 0.528, -2.020], [-0.444, -0.442, -1.970], [-0.595, 0.748, -2.954], [1.337, 2.774, 3.366], [-2.219, 0.780, -0.434], [1.509, 2.995, 2.442], [-2.034, -4.083, 1.663], [-1.743, -4.689, 2.354], [-1.823, -4.573, 0.846], [1.215, 4.022, -1.448], [2.172, 3.911, -1.326], [1.309, 4.339, -2.358], [-1.022, -2.513, 0.572], [0.031, 2.972, -0.245]]}

# 2
{"formula": "H42IO21", "method": "ωB97M-V/def2-TZVPD", "fmax_ev_per_a": 1.440, "de_lowest_kcal_mol": 0.0, "homo_lumo_gap_ev": 8.3, "e_lumo_ev": 1.7, "total_charge": -1, "species": ["I", "O", "H", "H", "O", "H", "H", "O", "H", "H", "O", "H", "H", "O", "H", "H", "O", "H", "H", "O", "H", "H", "O", "H", "H", "O", "H", "H", "O", "H", "H", "O", "H", "H", "O", "H", "H", "O", "H", "H", "O", "H", "H", "O", "H", "H", "O", "H", "H", "O", "H", "H", "O", "H", "H", "O", "H", "H", "O", "H", "H", "O", "H", "H"], "positions_angstrom": [[9.441, 9.740, 10.276], [12.078, 11.037, 6.294], [12.626, 11.511, 5.669], [11.458, 11.692, 6.615], [13.459, 10.317, 10.452], [12.557, 10.362, 10.771], [13.727, 9.413, 10.618], [7.560, 7.261, 12.573], [6.990, 6.731, 12.016], [8.210, 7.626, 11.972], [14.158, 10.261, 7.888], [14.049, 10.374, 8.832], [13.274, 10.345, 7.532], [4.828, 10.459, 7.251], [5.230, 9.690, 7.656], [5.568, 11.005, 6.985], [11.662, 7.200, 9.517], [12.519, 7.209, 9.943], [11.199, 7.949, 9.893], [9.675, 8.952, 5.434], [9.644, 9.454, 4.619], [10.123, 9.528, 6.053], [6.739, 12.098, 9.130], [7.034, 11.924, 8.236], [7.194, 11.447, 9.664], [6.338, 6.711, 9.818], [5.636, 6.480, 9.209], [6.371, 7.667, 9.794], [9.875, 12.029, 7.370], [9.930, 11.737, 8.280], [9.490, 12.904, 7.421], [13.804, 7.691, 11.431], [13.374, 7.417, 12.240], [14.485, 7.034, 11.286], [6.885, 8.906, 7.964], [7.328, 8.244, 7.433], [7.574, 9.264, 8.524], [9.439, 4.861, 10.761], [9.609, 5.559, 10.129], [9.908, 5.132, 11.550], [8.065, 9.835, 13.858], [8.683, 10.144, 13.196], [7.845, 8.944, 13.585], [8.721, 7.033, 7.187], [9.422, 6.950, 7.834], [9.065, 7.649, 6.540], [7.265, 11.304, 6.370], [8.221, 11.263, 6.357], [6.996, 10.876, 5.557], [9.530, 14.574, 12.967], [9.335, 13.814, 12.420], [9.276, 14.307, 13.850], [11.675, 13.631, 10.345], [11.638, 14.583, 10.430], [12.451, 13.468, 9.809], [11.395, 12.014, 12.825], [11.628, 12.809, 12.344], [10.952, 11.464, 12.179], [13.881, 10.821, 13.602], [13.070, 11.235, 13.307], [14.065, 10.154, 12.941], [8.350, 13.783, 10.494], [7.777, 13.308, 9.892], [9.166, 13.899, 10.007]]}

# 3
{"formula": "H42O20S", "method": "ωB97M-V/def2-TZVPD", "fmax_ev_per_a": 2.258, "de_lowest_kcal_mol": 0.0, "homo_lumo_gap_ev": 8.8, "e_lumo_ev": -0.1, "species": ["S", "H", "H", "H", "H", "O", "H", "H", "O", "H", "H", "O", "H", "H", "O", "H", "H", "O", "H", "H", "O", "H", "H", "O", "H", "H", "O", "H", "H", "O", "H", "H", "O", "H", "H", "O", "H", "H", "O", "H", "H", "O", "H", "H", "O", "H", "H", "O", "H", "H", "O", "H", "H", "O", "H", "H", "O", "H", "H", "O", "H", "H", "O"], "positions_angstrom": [[-0.083, 0.111, -0.192], [2.222, -1.709, 1.595], [-1.192, -0.382, 0.461], [-0.263, 3.499, -0.688], [0.553, 3.831, 0.572], [-0.276, 3.441, 0.290], [-2.207, -3.960, -1.952], [-1.449, -3.332, -0.763], [-1.326, -3.859, -1.558], [-2.336, -0.814, 2.254], [-1.620, -3.005, 2.544], [-1.394, -2.113, 2.258], [2.008, 1.264, -1.444], [3.398, 0.716, -1.513], [2.468, 0.415, -1.513], [-0.903, 2.787, -2.861], [-1.913, 3.447, -1.985], [-0.972, 3.505, -2.226], [-2.382, 0.520, 2.999], [-3.173, 0.897, 0.676], [-2.882, 0.009, 2.347], [1.724, -3.156, -0.197], [1.552, -4.590, -0.191], [1.244, -3.841, 0.340], [-2.482, 0.969, -3.991], [-1.171, 0.689, -3.371], [-2.056, 1.043, -3.126], [-2.696, -0.401, -2.239], [-3.551, -1.268, -1.354], [-2.953, -1.332, -2.105], [2.324, -1.365, -1.282], [2.093, -2.853, -2.108], [2.537, -2.296, -1.447], [-3.146, 2.472, 1.202], [-3.023, 3.746, 0.522], [-3.700, 3.076, 0.678], [-0.668, 2.174, 2.065], [-1.556, 2.912, 3.036], [-1.599, 2.290, 2.298], [-0.825, 1.213, -0.024], [-4.084, 1.102, -0.525], [-3.316, 0.587, -0.242], [0.337, -3.358, -4.042], [-0.141, -3.167, -2.583], [0.617, -3.012, -3.193], [0.346, -0.378, 3.871], [3.257, -2.324, 2.533], [2.869, -1.476, 2.276], [1.288, -1.367, 3.341], [-0.665, -1.799, 2.862], [0.561, -1.324, 3.981], [0.952, 1.650, -4.227], [1.125, 0.432, -3.277], [0.587, 1.223, -3.428], [1.733, 1.554, 2.857], [0.884, 2.109, 4.128], [0.931, 1.509, 3.387], [4.556, -1.241, -0.141], [4.504, -0.815, 1.260], [4.897, -0.519, 0.411], [3.719, 2.732, 1.112], [3.569, 1.133, 0.790], [3.149, 1.997, 0.842]]}

no.,molar mass (g/mol)
1,361.31
2,505.22
3,394.38